{
  "formula": "C63H132Br4N11O6",
  "method": "ωB97M-V/def2-TZVPD",
  "charge": 7,
  "largest_force_ev_per_a": 3.11,
  "e_lumo_ha": -0.5435,
  "homo_lumo_gap_ev": 3.9,
  "e_homo_ev": -18.72,
  "species": ["C", "N", "C", "C", "C", "C", "O", "H", "H", "H", "H", "H", "H", "H", "H", "H", "H", "H", "H", "H", "H", "C", "N", "C", "C", "C", "C", "O", "H", "H", "H", "H", "H", "H", "H", "H", "H", "H", "H", "H", "H", "H", "C", "N", "C", "C", "C", "C", "O", "H", "H", "H", "H", "H", "H", "H", "H", "H", "H", "H", "H", "H", "H", "C", "N", "C", "C", "C", "C", "O", "H", "H", "H", "H", "H", "H", "H", "H", "H", "H", "H", "H", "H", "H", "C", "N", "C", "C", "C", "C", "O", "H", "H", "H", "H", "H", "H", "H", "H", "H", "H", "H", "H", "H", "H", "C", "N", "C", "C", "C", "C", "O", "H", "H", "H", "H", "H", "H", "H", "H", "H", "H", "H", "H", "H", "H", "C", "N", "C", "C", "C", "C", "C", "C", "C", "C", "N", "C", "C", "C", "H", "H", "H", "H", "H", "H", "H", "H", "H", "H", "H", "H", "H", "H", "C", "N", "C", "C", "C", "C", "C", "C", "C", "C", "N", "C", "C", "C", "H", "H", "H", "H", "H", "H", "H", "H", "H", "H", "H", "H", "H", "H", "C", "C", "C", "C", "N", "C", "C", "C", "C", "C", "H", "H", "H", "H", "H", "H", "H", "H", "H", "H", "H", "H", "H", "H", "H", "H", "H", "H", "H", "H", "Br", "Br", "Br", "Br"],
  "coordinates": [[13.99, -20.62, -24.23], [13.16, -21.73, -23.51], [14.19, -22.90, -23.12], [12.52, -21.14, -22.21], [12.06, -22.39, -24.39], [11.32, -21.47, -25.42], [10.44, -20.52, -24.81], [14.81, -20.27, -23.59], [13.34, -19.77, -24.43], [14.35, -21.05, -25.16], [14.95, -22.98, -23.89], [13.49, -23.72, -22.93], [14.61, -22.47, -22.20], [11.79, -21.81, -21.77], [12.04, -20.17, -22.39], [13.26, -20.87, -21.45], [11.48, -23.06, -23.75], [12.56, -23.20, -24.93], [10.75, -22.16, -26.05], [11.95, -20.91, -26.11], [9.72, -20.60, -25.45], [18.80, -18.10, -13.19], [18.67, -16.66, -12.57], [17.15, -16.41, -12.49], [19.33, -16.63, -11.19], [19.28, -15.60, -13.59], [19.65, -14.25, -12.98], [18.56, -13.46, -12.59], [18.40, -17.94, -14.19], [18.28, -18.80, -12.54], [19.87, -18.30, -13.13], [16.78, -16.17, -13.49], [16.99, -15.56, -11.83], [16.79, -17.29, -11.96], [19.19, -17.62, -10.76], [18.74, -15.90, -10.64], [20.40, -16.45, -11.25], [18.72, -15.62, -14.53], [20.26, -15.98, -13.89], [20.14, -13.76, -13.82], [20.37, -14.34, -12.17], [18.42, -13.36, -11.65], [15.89, -20.41, -6.01], [17.18, -21.12, -5.46], [18.40, -20.71, -6.29], [17.29, -20.62, -4.01], [17.00, -22.62, -5.47], [16.93, -23.39, -6.79], [15.81, -22.97, -7.50], [15.94, -19.35, -5.76], [15.01, -20.79, -5.49], [15.94, -20.52, -7.09], [19.38, -21.13, -6.04], [18.43, -19.64, -6.09], [18.09, -20.78, -7.33], [18.19, -21.01, -3.55], [16.39, -20.84, -3.44], [17.38, -19.53, -3.98], [16.19, -22.71, -4.75], [17.94, -22.97, -5.06], [16.87, -24.44, -6.53], [17.83, -23.17, -7.35], [15.80, -23.41, -8.35], [13.23, -19.38, -7.92], [12.39, -18.07, -8.02], [11.00, -18.45, -8.62], [12.24, -17.65, -6.54], [13.12, -17.02, -8.85], [13.38, -17.32, -10.35], [12.30, -17.36, -11.18], [13.73, -19.55, -8.87], [12.57, -20.22, -7.71], [13.98, -19.16, -7.17], [10.52, -17.59, -9.07], [10.53, -18.96, -7.78], [11.19, -19.26, -9.32], [11.92, -18.52, -5.97], [11.47, -16.88, -6.53], [13.16, -17.17, -6.21], [14.06, -16.91, -8.31], [12.51, -16.12, -8.75], [13.96, -18.22, -10.52], [14.06, -16.56, -10.74], [12.56, -17.57, -12.08], [21.46, -20.10, -19.77], [20.11, -19.61, -19.25], [19.07, -20.64, -19.54], [20.23, -19.55, -17.70], [19.75, -18.14, -19.72], [19.60, -17.76, -21.23], [20.73, -18.01, -22.00], [21.52, -20.45, -20.80], [21.84, -20.86, -19.08], [22.07, -19.20, -19.63], [19.01, -20.64, -20.63], [18.08, -20.38, -19.17], [19.37, -21.60, -19.12], [20.01, -20.53, -17.26], [19.35, -18.97, -17.41], [21.13, -19.04, -17.37], [20.39, -17.40, -19.24], [18.85, -17.82, -19.20], [19.35, -16.70, -21.32], [18.68, -18.08, -21.73], [20.69, -17.44, -22.78], [12.49, -15.80, -18.02], [13.47, -16.65, -18.80], [14.79, -15.87, -18.93], [13.70, -17.92, -18.03], [12.78, -16.99, -20.20], [11.63, -18.10, -20.26], [10.46, -17.88, -19.58], [12.85, -15.63, -17.01], [11.55, -16.36, -18.06], [12.33, -14.84, -18.52], [15.47, -16.58, -19.39], [15.28, -15.60, -17.99], [14.75, -14.99, -19.57], [14.06, -17.64, -17.04], [14.40, -18.59, -18.52], [12.76, -18.47, -17.96], [13.70, -17.27, -20.71], [12.40, -16.14, -20.76], [12.09, -19.02, -19.90], [11.31, -18.23, -21.29], [10.19, -16.97, -19.71], [16.94, -23.96, -20.49], [16.90, -23.43, -19.07], [16.15, -22.29, -18.87], [15.89, -21.75, -17.63], [16.45, -22.38, -16.53], [17.35, -23.46, -16.75], [17.56, -24.00, -18.02], [16.13, -22.04, -15.08], [15.85, -22.99, -14.12], [15.41, -22.58, -12.84], [15.35, -21.26, -12.56], [15.43, -20.30, -13.54], [15.91, -20.69, -14.74], [15.07, -20.87, -11.15], [15.89, -24.02, -20.76], [17.45, -24.92, -20.43], [17.43, -23.27, -21.17], [15.77, -21.88, -19.80], [15.07, -21.06, -17.54], [17.74, -23.94, -15.87], [18.16, -24.86, -18.26], [15.95, -24.06, -14.20], [15.12, -23.25, -12.04], [15.22, -19.28, -13.28], [16.09, -19.93, -15.50], [15.38, -21.66, -10.46], [14.00, -20.65, -11.21], [15.67, -19.99, -10.92], [22.30, -27.17, -18.00], [22.10, -26.27, -16.85], [21.99, -24.96, -16.98], [21.61, -24.16, -15.93], [21.33, -24.72, -14.69], [21.63, -26.04, -14.48], [22.03, -26.84, -15.58], [20.85, -23.86, -13.60], [21.41, -22.59, -13.28], [20.90, -21.80, -12.26], [19.77, -22.19, -11.59], [19.21, -23.37, -11.87], [19.80, -24.29, -12.80], [19.19, -21.29, -10.58], [22.46, -26.63, -18.93], [21.37, -27.74, -18.13], [23.07, -27.89, -17.75], [22.03, -24.72, -18.03], [21.43, -23.13, -16.18], [21.42, -26.52, -13.54], [22.05, -27.92, -15.56], [22.32, -22.29, -13.77], [21.36, -20.88, -11.95], [18.31, -23.62, -11.33], [19.22, -25.17, -13.05], [19.80, -21.63, -9.74], [18.12, -21.46, -10.49], [19.38, -20.23, -10.76], [12.32, -22.47, -15.48], [11.91, -21.45, -16.47], [10.68, -20.58, -16.32], [10.68, -20.00, -14.81], [9.59, -18.92, -14.60], [8.18, -19.34, -15.16], [8.06, -18.77, -16.55], [8.67, -17.39, -16.43], [9.89, -17.64, -15.45], [9.44, -18.46, -13.15], [12.58, -22.14, -14.47], [13.18, -23.06, -15.82], [11.59, -23.25, -15.24], [11.74, -22.01, -17.39], [12.79, -20.85, -16.69], [9.85, -21.23, -16.62], [10.85, -19.75, -17.00], [11.64, -19.69, -14.38], [10.38, -20.78, -14.11], [7.38, -18.81, -14.64], [7.95, -20.40, -15.12], [7.06, -18.74, -16.98], [8.73, -19.20, -17.29], [7.93, -16.73, -15.96], [9.07, -16.96, -17.34], [9.95, -16.76, -14.82], [10.73, -17.79, -16.14], [9.21, -19.23, -12.41], [8.57, -17.81, -13.12], [10.36, -17.94, -12.86], [18.08, -26.80, -15.11], [16.02, -24.97, -9.94], [17.12, -18.46, -8.92], [15.83, -19.35, -21.23]]
}